Model i:
Computed, not measured: a 2-piece molecular cluster, C9H11O3 overall, with wB97M-V/def2-TZVPD.

- total charge = -1
- HOMO-LUMO gap (eV) = 7.115

Positions of all 23 atoms, in Å:
H -2.708 -0.056 1.558
H -0.896 1.686 1.817
H 1.803 0.614 -1.512
H 1.332 2.164 -0.055
C -0.769 0.713 1.379
C 0.591 0.394 1.099
H -2.071 -3.346 -0.087
H -3.325 -2.011 -0.053
H 2.113 1.213 -3.195
C -1.398 -1.613 0.898
C -1.679 -0.337 1.336
H -3.047 -2.883 1.374
O 0.495 3.066 -2.758
C 2.084 1.455 -2.138
C -0.051 -1.922 0.680
C 0.921 -0.976 0.960
H 0.214 -2.939 0.416
O 1.566 1.251 1.163
O 1.110 3.020 -0.604
C -2.528 -2.542 0.467
H 1.974 -1.210 0.968
H 3.126 1.656 -1.869
C 1.144 2.602 -1.843



Model ii:
Computed, not measured: a 2-piece molecular cluster, C9H11O3 overall, with wB97M-V/def2-TZVPD.

- total charge = -1
- HOMO-LUMO gap (eV) = 7.033

Positions of all 23 atoms, in Å:
O -2.285 1.049 2.609
H 0.539 -0.587 -3.193
C 0.484 -0.241 -2.142
H -0.787 -1.069 2.113
H 0.788 1.846 1.169
H -1.764 1.224 1.715
H -2.137 -2.238 2.260
O -3.353 -0.504 3.746
C 0.580 1.106 0.406
C -1.845 -1.203 1.972
C -2.600 -0.204 2.832
C -0.575 0.539 -1.683
O -1.755 1.392 0.162
C 1.708 -0.101 -1.502
C 3.000 -0.653 -2.073
H -1.965 -0.889 0.933
C 1.677 0.579 -0.243
H 3.487 0.139 -2.788
H 2.642 0.543 0.255
H -1.511 0.763 -2.174
C -0.643 0.993 -0.351
H 3.697 -1.021 -1.315
H 2.616 -1.464 -2.710



Most stable to least stable, the ends of the list are model i and model ii.



Model i:
Computed, not measured: a 2-piece molecular cluster, C3H7N3O2 overall, with wB97M-V/def2-TZVPD.

- HOMO-LUMO gap (eV) = 9.832

Positions of all 15 atoms, in Å:
H -2.735 1.745 0.692
C 0.683 0.102 -0.092
N 1.848 -0.591 -0.314
H -3.158 0.734 -1.333
C -2.251 1.084 -0.531
C -1.679 -0.297 -0.012
N 0.821 1.191 0.525
H -1.274 1.662 -1.016
H 1.734 -1.653 -0.487
O -0.370 -0.748 -0.484
H 1.816 1.472 0.946
O -2.544 -0.946 0.759
H 3.865 -0.172 -0.582
N 2.958 0.058 0.104
H 3.161 -0.182 1.181



Model ii:
Computed, not measured: a single C3H7N3O2 molecule, with wB97M-V/def2-TZVPD.

- HOMO-LUMO gap (eV) = 8.738
- SMILES string = CN/N=C(\N)C(=O)O

Positions of all 15 atoms, in Å:
H 1.350 1.537 1.312
N 1.169 -1.021 0.647
O -1.540 -1.791 0.982
H 0.779 3.024 0.175
N 0.193 0.525 -0.911
C 1.562 2.115 0.359
C -1.220 -0.931 0.168
H -1.678 0.229 -1.240
C 0.158 -0.511 -0.071
N 1.359 1.355 -0.847
H 2.614 2.451 0.352
H 1.517 2.065 -1.601
H 2.191 -0.675 0.564
O -2.181 -0.331 -0.489
H 0.942 -1.708 1.535



Model iii:
Computed, not measured: a single C3H7N3O2 molecule, with wB97M-V/def2-TZVPD.

- HOMO-LUMO gap (eV) = 10.288
- SMILES string = [H]/N=C(/N)O/C=N/OC

Positions of all 15 atoms, in Å:
C 0.032 -1.068 -0.046
H 4.026 0.015 -0.126
H -3.943 0.618 -0.191
H 2.972 0.877 1.154
H 2.830 1.268 -0.642
N -3.331 -0.114 0.059
C 3.019 0.475 0.111
N 0.817 -0.066 -0.127
H 0.441 -2.093 -0.045
N -1.522 1.326 -0.052
H -3.609 -1.072 0.150
O 2.106 -0.594 -0.082
H -0.545 1.295 -0.191
O -1.307 -1.049 0.025
C -1.986 0.182 0.004



Model iv:
Computed, not measured: a single C3H7N3O2 molecule, with wB97M-V/def2-TZVPD.

- HOMO-LUMO gap (eV) = 9.627
- SMILES string = CN/C(=N/C=O)NO

Positions of all 15 atoms, in Å:
C -0.136 0.137 -0.176
N 0.642 1.110 0.344
C 1.218 2.059 -0.476
H -0.975 -1.624 0.131
H 0.242 0.267 -2.062
H 1.646 2.905 0.228
H 0.975 -1.474 2.082
C -0.050 -0.980 1.998
O -1.085 -1.160 -1.839
N -0.629 0.133 -1.477
N -0.465 -0.918 0.559
H -1.823 -0.809 -2.648
O 1.414 1.926 -1.731
H -0.860 -1.556 2.598
H -0.114 -0.017 2.468



Most stable to least stable, the ends of the list are model ii and model i.



Model i:
Computed, not measured: a single C3H7N3O2 molecule, with wB97M-V/def2-TZVPD.

- HOMO-LUMO gap (eV) = 8.594
- SMILES string = C/C(=N\N)OC(N)=O

Positions of all 15 atoms, in Å:
N -0.160 -0.848 0.413
H 2.516 -0.247 -1.341
C 2.159 -0.491 -0.339
H 2.721 0.133 0.356
C -1.247 1.029 -0.147
H -0.920 -2.592 0.909
O 0.271 1.006 -0.675
N -1.354 2.079 0.717
H 2.311 -1.548 -0.137
H -1.508 -1.991 -0.469
C 0.710 -0.173 -0.235
N -0.646 -2.099 0.066
H -2.187 2.639 0.637
O -2.161 0.566 -0.760
H -0.505 2.534 1.006



Model ii:
Computed, not measured: C3H7N3O2 as an isolated structure, with wB97M-V/def2-TZVPD.

- HOMO-LUMO gap (spin up / spin down) (eV) = 8.154 / 7.793

Positions of all 15 atoms, in Å:
C -0.128 1.251 0.171
H 0.646 -1.973 -1.543
C -0.348 -0.701 -0.021
H 0.847 -0.346 -1.846
H -0.124 1.394 2.196
C 0.179 -1.066 -1.391
N -0.486 1.844 -0.804
N 0.115 -1.188 1.102
O -0.414 -0.999 2.232
H 1.101 -1.360 1.275
N 0.396 1.640 1.339
H -0.724 -1.034 -2.136
H 1.391 1.409 1.533
O -1.011 1.839 -1.888
H -1.440 -0.710 -0.220



Model iii:
Computed, not measured: C3H7N3O2 as an isolated structure, with wB97M-V/def2-TZVPD.

- HOMO-LUMO gap (eV) = 9.367

Positions of all 15 atoms, in Å:
H -2.373 1.508 1.794
H 0.190 -2.188 -1.526
H -1.170 -0.233 3.114
H 1.513 2.288 0.225
C -0.001 -1.135 -1.084
O -0.773 0.002 0.899
N 1.159 1.092 -0.093
O 1.711 -0.106 0.493
H 0.770 -0.504 0.797
H 0.490 1.938 -1.935
N -0.630 -1.329 0.108
H -2.618 -0.994 1.412
N -0.019 0.070 -1.773
C -1.708 0.064 1.837
C 0.397 1.102 -1.203



Most stable to least stable, the ends of the list are model i and model iii.



Model i:
Computed, not measured: C4H9N2 as an isolated structure, with wB97M-V/def2-TZVPD.

- total charge = +1
- HOMO-LUMO gap (eV) = 10.435

Positions of all 15 atoms, in Å:
C 1.542 -0.221 -0.842
H -1.440 1.557 0.832
C -0.005 -0.298 -0.702
H -0.182 2.485 0.351
H 2.221 -0.232 -1.605
H -1.500 -1.835 -0.098
N 1.734 0.431 0.301
H 0.102 -2.236 -0.090
H 0.157 -0.284 1.464
C -0.377 1.710 1.050
H -0.291 2.078 1.992
H -0.799 0.161 -1.349
H -0.909 -2.077 -1.463
N -0.607 -1.680 -0.533
C 0.353 0.442 0.692



Model ii:
Computed, not measured: an isolated ion of composition C4H9N2 and charge +1, with wB97M-V/def2-TZVPD.

- total charge = +1
- HOMO-LUMO gap (eV) = 10.616
- SMILES string = CC[C@@H]1N=[N+]1C

Positions of all 15 atoms, in Å:
C -1.826 0.858 0.899
N -1.877 -1.223 -0.366
H -2.825 0.949 0.679
H 2.835 0.146 -0.561
H 0.287 -1.490 0.886
C 0.893 -0.627 -0.986
H -1.737 0.538 2.007
H 1.344 -1.585 -1.221
H 1.602 0.380 0.773
C 1.775 0.435 -0.365
C -0.159 -0.995 0.013
H -1.113 1.825 0.771
N -1.347 -0.308 0.220
H 0.521 -0.297 -1.908
H 1.626 1.393 -0.840



Most stable to least stable, the ends of the list are model i and model ii.



Model i:
Computed, not measured: a 2-piece molecular cluster, C3H11NO3 overall, with wB97M-V/def2-TZVPD.

- HOMO-LUMO gap (eV) = 10.170
- SMILES string = NC(CO)CO.O

Positions of all 18 atoms, in Å:
N 0.158 -1.471 0.809
O -1.342 -0.227 2.801
O 2.467 -0.109 -3.028
H -1.989 1.180 1.483
H 1.812 0.257 -2.450
C -0.379 0.361 -0.930
H 0.675 -1.705 -0.031
H -0.215 -0.527 -1.770
H -0.230 -2.343 1.035
H -0.268 1.240 1.696
C -0.710 -0.340 0.418
H 1.448 0.697 -0.242
O 0.735 1.221 -0.599
H -1.608 -0.814 0.252
H -1.330 0.394 3.568
C -1.025 0.514 1.617
H 2.947 0.617 -3.375
H -1.145 1.056 -1.252



Model ii:
Computed, not measured: a 3-piece molecular cluster, C3H11NO3 overall, with wB97M-V/def2-TZVPD.

- HOMO-LUMO gap (eV) = 10.467
- SMILES string = CN(C)C=O.O.O

Positions of all 18 atoms, in Å:
H -1.725 0.422 -1.768
O 1.263 -2.285 0.216
H 0.907 2.173 0.528
N -0.107 0.710 -0.504
H 0.693 -1.601 0.598
H -0.970 -1.676 2.552
O -0.749 1.569 1.507
H -0.712 -0.199 2.174
O -0.271 -1.070 2.287
H 2.071 -2.194 0.732
H 1.588 -0.030 -1.532
H 0.380 0.776 -2.555
H -2.091 0.286 -0.001
H 1.443 1.709 -1.499
C -1.379 0.094 -0.794
H -1.245 -0.976 -0.934
C 0.035 1.509 0.575
C 0.867 0.783 -1.584



Most stable to least stable, the ends of the list are model ii and model i.



Model i:
Computed, not measured: a 3-piece molecular cluster, C3H11NO3 overall, with wB97M-V/def2-TZVPD.

- HOMO-LUMO gap (eV) = 4.877

Positions of all 18 atoms, in Å:
H -1.742 -1.802 1.824
H 2.036 -1.285 -1.440
C -0.954 0.693 -0.451
H 2.490 2.345 -1.203
C -1.836 -1.312 0.858
H 2.436 0.778 -1.318
N 0.452 -0.402 1.202
H -1.365 -1.959 0.088
H -0.375 0.154 -1.220
H -0.580 1.723 -0.446
C -0.835 -0.009 0.897
H -1.228 0.638 1.674
O -3.016 -0.883 0.578
O 1.591 -0.520 -1.063
H 0.870 0.133 1.957
O 3.007 1.591 -1.500
H 1.054 -0.538 0.301
H -2.005 0.654 -0.735



Model ii:
Computed, not measured: a 3-piece molecular cluster, C3H11NO3 overall, with wB97M-V/def2-TZVPD.

- HOMO-LUMO gap (eV) = 10.563
- SMILES string = CCNC=O.O.O

Positions of all 18 atoms, in Å:
H -0.278 0.234 -2.122
C 1.135 -0.337 1.462
H 0.680 -1.184 1.961
H -1.270 -0.226 -3.213
H 1.399 0.338 2.268
C 2.513 -1.009 0.982
H -0.184 -0.190 -0.219
O -0.872 -0.482 -2.368
N 0.411 0.291 0.424
H 0.704 2.039 1.369
H 3.349 -0.486 1.505
O -0.716 2.220 -0.148
H 2.578 -0.868 -0.089
H 2.770 -2.026 1.195
O -2.311 -1.553 -0.265
H -2.074 -1.746 -1.173
C 0.111 1.663 0.511
H -1.498 -1.488 0.249



Most stable to least stable, the ends of the list are model ii and model i.



Model i:
Computed, not measured: a 4-piece molecular cluster, C3H11NO3 overall, with wB97M-V/def2-TZVPD.

- HOMO-LUMO gap (eV) = 9.315
- SMILES string = C=CN=C.O.O.O

Positions of all 18 atoms, in Å:
C 1.812 -0.290 0.653
H 0.220 -0.472 -0.771
H -3.879 -2.215 1.232
H -2.614 -1.882 0.525
O 1.484 4.173 -2.018
O -3.194 -2.640 0.719
O -0.587 1.553 -1.506
H 2.334 0.561 0.240
H 2.298 -0.909 1.393
C -0.058 -2.563 1.431
H -0.241 2.452 -1.665
H -0.826 -3.136 1.941
H 0.924 -3.038 1.344
H 1.762 3.624 -1.308
H -1.526 1.774 -1.414
C 0.605 -0.694 0.213
N -0.277 -1.380 1.044
H 1.763 5.085 -2.052



Model ii:
Computed, not measured: a 3-piece molecular cluster, C3H11NO3 overall, with wB97M-V/def2-TZVPD.

- HOMO-LUMO gap (eV) = 9.735
- SMILES string = C[C@@H](N)C=O.O.O

Positions of all 18 atoms, in Å:
O 2.350 -0.437 1.136
H 0.785 -1.622 2.102
O -0.042 -1.197 2.251
H -2.290 0.335 -1.429
H -0.624 2.275 -0.819
H -0.890 0.020 1.097
H 0.004 -0.729 3.131
H 0.367 -0.885 -1.033
C -0.189 1.445 -1.263
H -2.527 0.243 0.695
H -0.644 -1.766 -2.100
H -0.975 -1.877 -0.382
N -1.560 0.450 0.447
H 2.953 0.184 1.342
C -1.291 0.299 -1.066
O 0.965 1.272 -1.533
H 1.750 -0.076 0.437
C -0.714 -1.136 -1.174



Model iii:
Computed, not measured: a 4-piece molecular cluster, C3H11NO3 overall, with wB97M-V/def2-TZVPD.

- HOMO-LUMO gap (eV) = 9.019
- SMILES string = C=CN=C.O.O.O

Positions of all 18 atoms, in Å:
O 2.347 -0.945 -0.590
C -1.222 -0.587 -0.572
H 1.180 -0.454 3.077
H -0.039 1.433 1.277
H 0.338 -0.517 1.845
H 2.271 -1.263 0.242
H 2.077 -0.025 -0.557
H -1.380 1.451 -2.633
H 0.280 1.099 -3.165
H -0.471 -2.542 -0.111
O -0.593 2.172 0.928
H -1.495 0.328 -0.085
H 0.098 2.896 0.879
N -0.399 -0.246 -1.763
C -0.579 0.747 -2.553
C -1.208 -1.796 0.150
O 0.591 0.083 2.578
H -1.795 -1.835 1.051



Model iv:
Computed, not measured: a 2-piece molecular cluster, C3H11NO3 overall, with wB97M-V/def2-TZVPD.

- HOMO-LUMO gap (eV) = 10.215
- SMILES string = NC(CO)CO.O

Positions of all 18 atoms, in Å:
H -0.561 -0.732 -0.114
H 1.829 -2.933 1.150
H 0.747 0.568 1.442
H 1.112 -0.504 -1.876
H -1.395 0.471 -2.099
O -1.759 0.298 1.753
H -0.244 1.770 -1.785
C -0.408 0.356 -0.181
H 3.315 -3.166 0.933
O 2.646 -2.473 0.933
H -2.480 0.885 -0.114
C -1.598 0.982 0.529
O 0.569 0.033 -2.447
H 1.554 0.127 0.119
N 0.854 0.786 0.454
H -2.365 0.783 2.323
C -0.427 0.695 -1.654
H -1.389 2.053 0.635



Most stable to least stable, the ends of the list are model iv and model iii.



Model i:
Computed, not measured: a 2-piece molecular cluster, C3H11NO3 overall, with wB97M-V/def2-TZVPD.

- HOMO-LUMO gap (eV) = 9.880
- SMILES string = OCCNCO.O

Positions of all 18 atoms, in Å:
H -2.230 1.719 -0.398
H 1.368 -1.116 -0.546
H -1.670 1.386 1.268
O -1.332 -2.784 -2.148
C -0.273 0.623 -0.100
H 2.668 -0.620 0.454
H 1.409 -1.732 2.225
H -1.125 3.663 0.910
C -1.338 1.698 0.301
H -0.644 -3.092 -1.475
H 1.243 1.207 1.026
O -0.654 2.943 0.394
N 0.781 0.310 0.830
H -0.001 1.273 -0.995
H -0.535 -0.310 -0.707
C 1.557 -0.819 0.468
H -0.707 -2.365 -2.753
O 1.484 -1.983 1.246



Model ii:
Computed, not measured: a 2-piece molecular cluster, C3H11NO3 overall, with wB97M-V/def2-TZVPD.

- HOMO-LUMO gap (eV) = 10.108
- SMILES string = OCCNCO.O

Positions of all 18 atoms, in Å:
H -0.065 -2.258 0.650
C 1.713 0.413 -0.475
H 1.008 -3.059 1.332
H 2.460 0.940 -1.062
O 0.673 -2.849 0.453
H 0.504 2.152 -0.199
N -0.635 0.373 0.172
H -2.156 1.630 -0.579
O -2.985 0.061 0.359
H 1.537 -0.630 -0.754
C 0.367 1.126 -0.568
H -0.640 0.736 1.113
H -2.642 -0.599 0.972
H -1.984 0.053 -1.398
H 2.516 -0.352 1.157
O 2.136 0.493 0.900
H 0.127 1.212 -1.623
C -1.933 0.558 -0.450



Most stable to least stable, the ends of the list are model ii and model i.